A 5-piece molecular cluster, C39H47BClF33N5O11 overall. Source: the OMol25 dataset; level of theory: ωB97M-V/def2-TZVPD.

```
137
Properties=species:S:1:pos:R:3:forces:R:3
C -5.528763 -1.103412 5.743482 0.604 -0.043 -0.534
C -5.389146 -0.611899 4.303640 -0.408 0.019 0.751
O -4.820474 -1.587841 3.457138 -0.005 0.005 -0.168
C -3.485046 -1.894565 3.794732 -0.338 -0.089 -0.461
C -2.820179 -2.503290 2.568040 -0.225 0.507 0.092
C -1.341818 -2.175443 2.519112 0.036 -0.686 0.036
C -0.642908 -2.601413 1.239009 0.474 0.520 -0.128
C -1.181438 -1.891746 -0.012215 -0.061 -0.592 0.439
N -0.348750 -0.787706 -0.477967 -0.448 0.148 0.222
C -0.515157 0.495962 -0.211243 0.512 0.690 -0.226
C -1.602009 1.128131 0.580169 0.112 -0.382 -0.329
C -2.975222 0.992169 -0.013532 -2.245 0.077 1.605
O -3.990042 1.046584 0.627623 1.768 -0.140 -1.416
F -2.980327 0.828687 -1.347333 0.155 0.007 0.117
N 0.438768 1.245490 -0.754165 -0.175 0.016 0.119
C 1.217821 0.387313 -1.400014 0.524 -0.202 -0.430
N 2.327623 0.759909 -2.075231 -0.052 0.615 0.036
C 3.212160 -0.118060 -2.812788 -0.286 -0.407 -0.014
C 4.110397 -0.909132 -1.891182 0.529 -0.238 0.954
O 4.443126 -0.554643 -0.797106 -0.432 -0.279 -0.810
Cl 4.621351 -2.455080 -2.553854 0.010 0.330 -0.027
N 2.632935 2.132582 -2.041468 0.246 0.048 -0.416
C 3.944804 2.391665 -1.455593 1.022 0.110 0.256
C 3.918574 2.384363 0.037483 -0.408 -0.709 -0.076
O 4.934695 2.611681 -2.100768 -0.900 0.029 0.001
C 2.337940 2.757963 -3.337581 0.056 0.181 -0.718
C 1.004638 3.448138 -3.401441 0.437 0.264 -0.041
O 3.092661 2.736144 -4.271370 -0.222 -0.240 0.666
N 0.772911 -0.893227 -1.285095 -0.213 0.122 0.308
B 1.210181 -2.263723 -1.760990 0.586 -0.926 -0.152
O 1.506063 -3.208770 -0.833471 0.500 0.650 -0.056
O 1.317583 -2.567943 -3.055697 -1.069 0.546 -0.001
C 0.334440 -2.039478 -3.993689 0.478 -0.554 -0.864
C 0.923688 -2.107192 -5.392743 0.347 0.060 0.445
H -6.315100 -0.592122 6.274991 -0.211 0.089 0.109
H -5.726314 -2.166082 5.681367 -0.307 -0.262 0.245
H -4.599463 -0.974186 6.288797 0.138 0.015 0.220
H -6.382422 -0.387908 3.940138 -0.163 -0.096 -0.465
H -4.818588 0.317588 4.261948 0.221 0.126 -0.087
H -3.439802 -2.613963 4.609570 0.037 0.094 0.398
H -2.986881 -0.966030 4.079450 0.268 0.091 0.184
H -2.987781 -3.573223 2.559027 0.075 -0.306 -0.092
H -3.363874 -2.096559 1.716442 -0.024 0.081 -0.189
H -1.162111 -1.121661 2.715161 -0.062 0.297 -0.040
H -0.855326 -2.706465 3.332131 0.179 0.004 0.244
H 0.405231 -2.334627 1.335438 0.238 -0.032 0.048
H -0.649148 -3.673353 1.101438 -0.238 -0.291 -0.037
H -2.138517 -1.465817 0.252445 -0.252 0.351 -0.165
H -1.399427 -2.585140 -0.813415 0.231 -0.045 -0.417
H -1.616306 0.762672 1.596940 -0.182 -0.124 0.244
H -1.373046 2.184671 0.620274 0.083 0.302 -0.002
H 3.858826 0.458629 -3.464446 0.124 0.408 -0.062
H 2.655789 -0.768971 -3.470821 -0.075 -0.261 -0.090
H 4.920326 2.330803 0.430574 0.258 0.246 0.081
H 3.346897 3.223480 0.413100 0.039 0.329 0.034
H 3.391767 1.489085 0.359445 -0.113 -0.092 0.126
H 0.657837 3.773896 -2.432158 -0.189 -0.175 0.215
H 1.155950 4.312215 -4.034834 -0.069 0.216 -0.203
H 0.280573 2.822866 -3.909620 -0.242 -0.244 0.067
H 2.050923 -2.822006 -0.134383 -0.242 -0.367 0.373
H -0.510901 -2.713380 -3.962569 -0.324 -0.018 0.303
H 0.033516 -1.029323 -3.738955 -0.097 0.166 0.261
H 1.695211 -2.867152 -5.378727 0.134 -0.226 -0.124
H 0.185054 -2.403650 -6.123204 -0.205 0.145 -0.190
H 1.393432 -1.172661 -5.675447 0.021 0.171 -0.212
C 5.994905 2.128812 -6.707315 -0.032 0.697 -0.103
C 5.971484 0.869874 -5.819508 -0.282 -0.066 -0.641
C 7.293776 0.175292 -5.479281 0.170 -0.070 0.275
F 7.924748 -0.287780 -6.565833 -0.096 0.059 -0.350
F 7.021583 -0.889837 -4.679884 -0.099 0.078 0.054
F 5.083688 -0.023411 -6.313143 0.077 -0.112 -0.017
F 5.472815 1.284884 -4.616195 0.248 0.014 0.169
O 5.676507 2.019582 -8.087930 0.068 -0.781 0.100
C 6.602604 1.720618 -9.066867 -0.012 0.456 0.436
C 6.287600 0.399829 -9.778770 -0.199 -0.227 -0.265
F 6.224500 -0.623478 -8.903636 0.102 0.021 0.257
F 7.265264 0.132698 -10.668465 0.054 0.096 0.030
F 7.861932 1.760494 -8.594806 -0.045 -0.225 0.110
F 6.504831 2.684714 -10.002540 -0.013 0.087 -0.120
H 5.179440 2.735821 -6.315758 -0.039 -0.053 0.035
H 6.901822 2.711447 -6.546681 0.193 -0.216 -0.031
H 7.960699 0.853717 -4.940429 -0.069 0.043 0.011
H 5.332233 0.472390 -10.303081 0.020 0.091 0.002
C 4.517545 0.846126 -15.170738 0.131 0.264 -0.600
C 4.919165 0.165797 -13.847388 -0.440 0.381 0.084
C 4.693981 -1.342225 -13.688884 0.216 -0.219 0.023
F 3.397912 -1.686052 -13.774004 -0.266 0.241 -0.102
F 5.131933 -1.705487 -12.459909 0.044 0.041 0.061
F 4.366509 0.829162 -12.804147 -0.114 -0.094 0.028
F 6.266885 0.324499 -13.745074 0.129 -0.078 -0.130
O 3.287750 1.559583 -15.255788 -0.193 -0.386 0.705
C 2.083862 0.978404 -15.585394 0.582 0.058 -0.324
C 1.055478 1.083050 -14.451551 -0.169 0.127 0.102
F 1.510596 0.517035 -13.318519 0.198 -0.179 0.034
F -0.072115 0.438095 -14.822135 0.026 0.000 -0.046
F 2.229533 -0.283708 -16.025513 0.053 -0.082 0.259
F 1.574345 1.692122 -16.610356 -0.089 0.077 -0.100
H 5.261424 1.631149 -15.294457 0.010 0.022 0.061
H 4.651190 0.175540 -16.019209 -0.147 -0.226 0.103
H 5.260388 -1.898893 -14.439894 0.022 0.060 -0.020
H 0.825855 2.131712 -14.253675 0.028 0.016 -0.070
C -8.091661 -0.493643 12.304184 -0.074 0.502 0.418
C -7.937884 -2.012438 12.083337 -0.287 0.207 -0.548
C -6.528913 -2.596822 11.912647 0.161 -0.215 0.223
F -5.892705 -2.105958 10.829912 -0.135 0.298 -0.166
F -6.632478 -3.933791 11.749702 -0.083 0.021 0.016
F -8.733797 -2.406303 11.067304 0.122 0.013 -0.100
F -8.415691 -2.597054 13.215563 0.081 0.029 0.203
O -8.457029 0.349906 11.211505 0.238 -0.638 -0.470
C -7.557384 0.902587 10.335304 -0.239 -0.020 0.701
C -7.761537 0.417114 8.895701 -0.139 0.019 -0.211
F -7.675171 -0.919795 8.807390 0.144 -0.175 0.171
F -6.781856 0.951992 8.123264 -0.033 0.073 0.034
F -6.281501 0.731755 10.732520 0.114 -0.201 -0.001
F -7.787624 2.232566 10.322165 0.031 0.122 -0.077
H -8.950443 -0.411280 12.967459 -0.044 -0.050 -0.029
H -7.248547 -0.085195 12.860811 0.206 -0.085 -0.168
H -5.923397 -2.400875 12.801889 -0.028 0.054 -0.001
H -8.736831 0.730253 8.519309 0.018 0.103 0.060
C -2.504474 1.968483 11.356745 -0.637 0.225 0.226
C -1.538226 1.714616 10.183160 0.387 0.096 0.540
C -1.560870 0.342892 9.498331 -0.148 -0.045 -0.299
F -1.231353 -0.656497 10.331689 0.038 0.041 0.326
F -0.656196 0.348238 8.487689 -0.007 0.073 -0.007
F -0.279920 2.033950 10.547332 0.036 -0.141 0.025
F -1.904976 2.595678 9.207400 -0.191 -0.030 -0.114
O -2.031376 1.878902 12.696183 0.650 -0.388 -0.330
C -1.990085 0.705653 13.413597 -0.518 0.345 -0.270
C -0.561984 0.301408 13.800970 0.179 0.008 0.148
F 0.219983 0.167969 12.715904 -0.074 -0.041 -0.245
F -0.607099 -0.887354 14.441398 -0.052 0.012 0.001
F -2.652527 -0.292726 12.795700 0.201 -0.007 -0.162
F -2.639592 0.936721 14.574226 -0.047 0.000 0.146
H -2.765579 3.020863 11.261038 0.078 0.033 -0.026
H -3.438816 1.422139 11.224812 0.106 -0.254 -0.049
H -2.550069 0.145827 9.075014 -0.021 0.034 0.043
H -0.127404 1.054883 14.460539 -0.068 0.019 0.017
```
Positions in Å, forces in eV/Å.

Properties
Lowest unoccupied orbital energy ... -0.1147 Eh
Total charge ... +1
HOMO ... -11.79 eV
ΔE to the lowest compared entry with this formula, charge and spin ... 0.000 eV

Mulliken atomic charge list, values in e, 4 entries:
1. C -0.85
2. C -0.42
3. O -0.36
4. C -0.73

---

A 2-piece molecular cluster, C39H47FN4O4S overall. Source: the OMol25 dataset; level of theory: ωB97M-V/def2-TZVPD.

```
96
Properties=species:S:1:pos:R:3:forces:R:3
C -5.390561 -3.983892 0.899158 0.383 -0.623 0.891
O -4.691930 -2.766899 1.181494 -0.584 0.151 -0.991
C -4.762249 -1.846838 0.062228 -0.149 -0.079 -0.063
C -5.726769 -0.631608 0.381524 0.157 -0.206 -0.567
C -5.075527 0.781351 0.094713 -0.825 0.152 0.294
C -4.300494 1.356901 1.349908 0.831 -0.307 -0.217
C -3.059832 2.252451 0.958072 -0.463 -0.658 -1.502
C -1.921106 1.302009 0.423777 0.579 0.120 0.356
C -0.785607 0.981615 1.464245 1.205 -0.531 -0.750
C 0.519688 1.865737 1.277620 -1.162 0.516 1.039
C 1.682509 1.441363 2.240632 -0.134 1.494 -0.747
N 2.444926 0.204095 1.765735 0.836 1.553 0.975
C 3.220796 -0.218583 2.934628 1.682 -1.752 2.830
C 4.482378 0.413573 3.384540 -0.904 -0.687 -0.277
C 5.244540 -0.002004 4.537504 -1.025 -1.427 0.372
C 4.802748 -1.123783 5.364548 -1.774 0.989 -2.340
C 3.547122 -1.750926 4.984099 0.944 1.329 -0.738
C 2.758886 -1.326790 3.814584 0.806 0.349 0.252
C 1.446398 -2.114988 3.614697 -0.025 -0.948 -0.210
C 1.473698 -3.573752 3.520471 -2.941 1.828 0.142
C 0.133984 -4.131607 3.391472 1.351 1.297 0.316
C -1.010488 -3.257465 3.380841 -1.009 -1.151 -0.205
N -1.085518 -1.896555 3.438784 3.320 -2.234 0.288
C 0.189197 -1.422492 3.562747 0.619 1.186 0.107
S 5.120187 1.835703 2.424916 -0.488 -0.923 -0.049
C 4.497629 1.467283 0.772050 -0.436 -0.445 -0.241
C 5.274874 1.979883 -0.353802 -2.294 -1.304 -0.536
C 4.788259 1.692028 -1.682663 -0.778 -0.429 1.632
C 3.569657 0.891339 -1.907102 1.212 0.894 1.306
C 3.168368 0.686565 -3.401811 -0.026 -0.282 0.281
C 2.874544 -0.807236 -3.857568 -0.206 0.646 -1.034
C 1.365992 -0.898329 -4.320593 0.403 -0.267 -0.194
C 0.834711 -2.342578 -4.595045 -1.055 0.768 -0.863
O 0.408352 -3.008488 -3.413661 0.122 -0.239 -0.456
C -0.377213 -4.153470 -3.699659 -0.489 -0.828 -0.209
C 2.838463 0.398802 -0.738691 1.144 0.742 0.100
C 1.564584 -0.454188 -0.988113 0.170 -0.399 -0.133
O 0.467792 -0.028005 -1.199967 0.530 0.158 0.223
N 1.788182 -1.918200 -1.010021 0.146 0.796 1.350
C 1.672715 -2.483145 0.309259 0.384 0.291 -1.026
O 2.651330 -2.790273 0.909223 -0.789 -0.634 0.446
F 0.401106 -2.668725 0.733688 1.341 0.456 -0.650
C 3.271230 0.690814 0.659977 1.324 0.014 -3.270
H -4.677330 -4.698163 0.403153 -0.834 0.493 0.117
H -6.328646 -3.843804 0.305276 0.805 -0.010 0.341
H -5.677287 -4.443934 1.887892 0.274 0.496 -0.952
H -5.140683 -2.441819 -0.818969 0.332 0.806 0.667
H -3.730567 -1.495395 -0.225387 -0.865 -0.309 0.602
H -6.636080 -0.774555 -0.272171 0.792 0.330 0.734
H -6.064272 -0.702533 1.451152 0.400 0.041 -0.975
H -4.425059 0.719094 -0.820083 -0.453 0.069 0.883
H -5.932000 1.468433 -0.163439 0.969 -0.449 0.170
H -3.879815 0.449347 1.877894 -0.593 1.029 -0.038
H -4.973008 1.955131 2.013084 0.324 -0.820 -0.443
H -2.707878 2.938664 1.766723 -0.311 -0.665 -0.534
H -3.390616 2.879373 0.077027 0.350 -0.273 1.057
H -2.361567 0.310762 0.117881 0.305 1.097 0.154
H -1.410580 1.735536 -0.484290 -0.616 -0.446 0.816
H -0.445645 -0.079334 1.287384 -0.505 0.943 0.328
H -1.094968 1.051836 2.537510 -0.075 -0.019 -0.903
H 0.218573 2.912128 1.592300 0.490 -0.880 -0.297
H 0.823098 1.960647 0.203031 -0.119 -0.374 0.994
H 2.415443 2.303635 2.246218 -0.657 -0.851 0.166
H 1.349371 1.340056 3.306637 0.151 -0.254 -1.113
H 6.203775 0.482595 4.837997 -0.988 -0.197 -0.651
H 5.372697 -1.472393 6.252574 -0.487 0.398 -0.871
H 3.179509 -2.584342 5.625496 0.110 0.771 -0.763
H 2.411554 -4.162161 3.563662 -0.840 0.493 -0.148
H -0.005615 -5.232194 3.302458 -0.034 1.072 0.106
H -2.011021 -3.764795 3.313598 1.038 0.518 -0.019
H 0.252970 -0.307002 3.645215 -0.056 -1.218 -0.048
H 6.188025 2.595255 -0.185000 -0.879 -0.704 -0.094
H 5.360573 2.110196 -2.544300 -0.672 -0.546 0.715
H 3.979461 1.099868 -4.064860 -0.686 -0.320 0.933
H 2.255051 1.299227 -3.633169 0.738 -0.500 0.323
H 3.192395 -1.592225 -3.132014 -0.414 0.745 -0.449
H 3.496364 -0.974185 -4.785088 -0.531 -0.061 1.005
H 0.709972 -0.308439 -3.624995 0.434 -0.952 -0.514
H 1.306897 -0.350803 -5.307690 0.077 -0.543 0.924
H 1.557177 -2.940886 -5.225416 -0.391 0.404 0.827
H -0.088795 -2.223750 -5.245610 0.879 -0.080 0.465
H -0.873734 -4.529575 -2.762595 0.722 0.553 -0.769
H -1.205381 -3.940661 -4.436200 0.739 0.051 0.583
H 0.232263 -4.997822 -4.138982 -0.415 0.793 0.419
H 2.778982 -2.063814 -1.236301 -0.439 0.042 0.289
N -2.503860 5.443916 -1.371149 0.165 0.045 -0.391
C -3.167302 6.052806 -2.359346 0.035 -0.120 0.322
C -2.663663 6.217806 -3.640189 0.054 -0.024 0.003
C -1.397250 5.727094 -3.914510 0.052 0.007 -0.112
C -0.688837 5.093299 -2.906450 -0.051 0.029 -0.045
C -1.284781 4.977123 -1.660478 -0.255 0.024 0.260
H -4.152645 6.422497 -2.095801 0.003 0.015 -0.069
H -3.247612 6.717468 -4.402094 -0.004 -0.008 0.041
H -0.967210 5.837080 -4.903240 -0.017 -0.002 0.034
H 0.303001 4.697432 -3.082497 -0.025 -0.004 0.039
H -0.770993 4.485584 -0.840284 0.043 -0.016 -0.049
```
Positions in Å, forces in eV/Å.

Properties
SMILES string ... COCCCCCCCCCN1c2c(cccc2-c2cccnc2)Sc2ccc(CCCCOC)c(C(=O)NC(=O)F)c21.c1ccncc1
Lowest unoccupied orbital energy ... 0.0150 Eh
Total charge ... 0
HOMO ... -8.05 eV

Mulliken atomic charge list, values in e, 4 entries:
1. C -0.76
2. O -0.38
3. C -0.18
4. C -0.79

---

In eV Å⁻¹, the max |F| values for the records above are, in order, 2.76, 4.01.